A 2-piece molecular cluster, C27H39NO10PS overall. Source: OMol25; level of theory: ωB97M-V/def2-TZVPD.

For the largest force on an atom, the calculation gives 0.7 eV/A. The HOMO energy is -11.19 eV. The frontier orbital gap is 8.72 eV. The value obtained for the total energy is -70715.693 eV.

ORCA input file:
```
! RIJCOSX wB97M-V def2-TZVPD def2/J DEFGRID3
* xyz 1 1
C -2.84 -7.37 2.39
C -2.90 -6.11 3.23
O -3.88 -5.21 2.73
C -1.54 -5.45 3.41
O -0.83 -5.20 2.19
C -0.71 -3.90 1.80
C 0.04 -3.00 2.55
C 0.81 -3.39 3.78
P 0.22 -2.57 5.29
O -0.39 -1.27 5.02
O -0.76 -3.56 6.08
O 1.54 -2.45 6.20
C 0.13 -1.68 2.10
C -0.48 -1.27 0.93
S -0.34 0.46 0.50
C 1.04 1.05 1.46
O 0.05 0.62 -0.88
O -1.50 1.15 0.98
C -1.17 -2.19 0.14
C -1.27 -3.51 0.58
C -1.95 -4.50 -0.33
O -2.54 -5.48 0.07
C -1.85 -4.20 -1.78
C -1.84 -5.22 -2.72
C -1.76 -4.91 -4.07
C -1.72 -3.58 -4.48
C -1.75 -2.56 -3.55
C -1.80 -2.87 -2.20
C -1.82 -1.81 -1.16
O -2.33 -0.73 -1.33
H -3.80 -7.54 1.90
H -2.04 -7.35 1.66
H -2.66 -8.23 3.05
H -3.21 -6.38 4.24
H -3.51 -4.32 2.62
H -0.91 -6.11 4.01
H -1.70 -4.51 3.96
H 0.85 -4.48 3.85
H 1.84 -3.05 3.67
H -0.45 -4.47 6.12
H 1.97 -3.30 6.33
H 0.68 -0.98 2.70
H 0.77 1.17 2.50
H 1.92 0.43 1.30
H 1.22 2.03 1.02
H -1.90 -6.26 -2.40
H -1.74 -5.70 -4.81
H -1.67 -3.34 -5.54
H -1.73 -1.53 -3.87
C 3.85 4.95 -1.08
C 3.06 5.86 -1.98
N 2.12 5.16 -2.94
C 2.93 4.26 -3.82
C 1.50 6.18 -3.88
C 0.60 7.24 -3.27
C 1.09 4.27 -2.27
C 0.20 4.83 -1.19
O 0.96 5.27 -0.09
C 0.26 6.18 0.76
H 4.58 4.35 -1.62
H 4.42 5.57 -0.38
H 3.22 4.30 -0.48
H 3.73 6.45 -2.61
H 2.46 6.55 -1.40
H 3.73 4.84 -4.28
H 2.28 3.84 -4.58
H 3.35 3.46 -3.22
H 0.96 5.61 -4.63
H 2.36 6.65 -4.37
H -0.42 6.89 -3.15
H 0.55 8.08 -3.97
H 0.96 7.64 -2.33
H 1.65 3.43 -1.86
H 0.47 3.89 -3.08
H -0.44 4.00 -0.89
H -0.46 5.62 -1.56
H -0.82 6.04 0.70
H 0.51 7.21 0.50
H 0.58 5.99 1.78
*
```

---

C27H40BrIN4O3RhS2Si as an isolated structure. Source: OMol25; level of theory: ωB97M-V/def2-TZVPD.

For the largest force on an atom, the calculation gives 0.9 eV/A. The value obtained for the relative energy (zero: lowest compared OMol25 entry of this formula, charge and spin) is 6.3 kcal/mol. The HOMO energy is -10.23 eV. The frontier orbital gap is 6.71 eV. The value obtained for the total energy is -151447.108 eV.

ORCA input file:
```
! RIJCOSX wB97M-V def2-TZVPD def2/J DEFGRID3
* xyz 1 1
Rh -0.60 -0.39 -0.09
O -0.49 -0.42 4.48
C -1.83 -0.42 4.61
C -2.34 -0.46 5.91
C -3.70 -0.47 6.13
C -4.59 -0.44 5.06
C -4.10 -0.40 3.78
C -2.72 -0.38 3.52
C -2.27 -0.32 2.13
O -0.99 -0.36 1.87
N -3.15 -0.19 1.18
N -2.60 -0.19 -0.10
C -3.52 -0.41 -0.98
S -5.16 -0.72 -0.46
C -5.86 -0.66 -2.14
C -4.82 -1.18 -3.10
S -3.23 -0.39 -2.71
H -0.28 -0.47 3.53
H -1.64 -0.49 6.73
H -4.07 -0.50 7.15
H -5.66 -0.45 5.23
H -4.78 -0.37 2.93
H -6.14 0.37 -2.37
H -6.75 -1.28 -2.13
H -5.06 -0.93 -4.14
H -4.71 -2.26 -3.02
C 0.98 -0.52 -5.47
N 0.17 -0.21 -4.31
C 0.42 -0.64 -3.06
N 1.53 -1.35 -2.84
O -0.40 -0.36 -2.16
H 0.50 -0.09 -6.35
H 1.06 -1.60 -5.62
H 1.97 -0.08 -5.39
H -0.69 0.30 -4.41
H 2.23 -1.47 -3.55
H 1.76 -1.64 -1.91
Br 1.51 -4.97 -2.37
C 2.82 -4.26 -1.22
C 4.16 -4.52 -1.51
C 5.15 -4.03 -0.69
C 4.82 -3.27 0.43
C 3.50 -3.01 0.72
C 2.49 -3.50 -0.11
I 0.50 -3.05 0.41
H 4.40 -5.13 -2.37
H 6.19 -4.25 -0.91
H 5.60 -2.88 1.08
H 3.23 -2.42 1.59
C -0.63 2.50 1.82
Si 0.43 1.68 0.50
C 0.42 2.84 -1.04
C 1.49 2.53 -2.08
C 0.65 4.29 -0.55
C -0.97 2.82 -1.68
C 2.14 1.09 1.14
C 2.01 0.27 2.42
C 2.90 2.39 1.47
C 2.95 0.29 0.12
H -0.35 3.55 1.95
H -0.53 2.01 2.80
H -1.68 2.47 1.53
H 2.49 2.77 -1.70
H 1.33 3.14 -2.97
H 1.50 1.49 -2.39
H 1.59 4.41 0.01
H -0.17 4.65 0.07
H 0.71 4.94 -1.42
H -1.25 1.85 -2.07
H -0.99 3.54 -2.51
H -1.74 3.13 -0.97
H 1.56 0.83 3.24
H 3.02 -0.03 2.75
H 1.43 -0.65 2.26
H 2.32 3.06 2.12
H 3.18 2.94 0.57
H 3.82 2.14 2.00
H 2.47 -0.66 -0.10
H 3.93 0.05 0.55
H 3.12 0.83 -0.81
*
```

---

C27H40CoN2O9SSi as an isolated structure. Source: OMol25; level of theory: ωB97M-V/def2-TZVPD.

For the largest force on an atom, the calculation gives 0.9 eV/A. The value obtained for the relative energy (zero: lowest compared OMol25 entry of this formula, charge and spin) is 0.0 kcal/mol. The HOMO energy (alpha / beta) is -10.41 / -10.41 eV. The frontier orbital gap (alpha / beta) is 7.69 / 4.38 eV. The value obtained for the total energy is -106396.393 eV.

ORCA input file:
```
! RIJCOSX wB97M-V def2-TZVPD def2/J DEFGRID3
* xyz 1 5
Co 0.46 -0.08 0.36
C 0.07 1.88 -2.47
C -1.31 1.33 -2.20
C -2.23 2.41 -1.61
C -1.92 0.75 -3.47
O -1.14 0.27 -1.19
Si -2.12 -1.04 -0.91
S -1.01 -1.66 0.87
O -2.20 -2.19 -2.01
C -1.33 -3.23 -2.53
C 0.12 -2.77 -2.53
C -1.81 -3.48 -3.96
C -1.51 -4.46 -1.66
O -3.56 -0.47 -0.53
C -4.88 -1.06 -0.37
C -5.51 -1.16 -1.75
C -5.66 -0.11 0.53
C -4.74 -2.44 0.28
H 0.01 2.70 -3.20
H 0.73 1.11 -2.86
H 0.51 2.28 -1.55
H -2.46 3.14 -2.38
H -1.74 2.91 -0.78
H -3.16 1.96 -1.26
H -2.03 1.54 -4.21
H -2.91 0.33 -3.27
H -1.29 -0.04 -3.88
H 0.25 -1.86 -3.11
H 0.75 -3.55 -2.96
H 0.47 -2.57 -1.51
H -1.73 -2.58 -4.55
H -2.86 -3.80 -3.95
H -1.21 -4.27 -4.42
H -1.23 -4.24 -0.63
H -0.89 -5.28 -2.03
H -2.56 -4.79 -1.67
H -5.61 -0.17 -2.19
H -6.50 -1.61 -1.68
H -4.89 -1.78 -2.40
H -5.65 0.90 0.11
H -5.23 -0.07 1.53
H -6.69 -0.44 0.61
H -4.18 -3.11 -0.38
H -5.73 -2.86 0.45
H -4.22 -2.36 1.23
O -6.03 2.64 2.32
C -5.15 3.72 2.50
N -3.82 3.16 2.34
C -2.74 3.96 2.41
O -2.83 5.17 2.59
C -1.39 3.32 2.28
C -0.30 4.01 2.80
C 0.97 3.46 2.69
C 1.11 2.25 2.04
N 0.07 1.60 1.51
C -1.16 2.11 1.64
H -6.93 2.93 2.49
H -5.24 4.16 3.50
H -5.29 4.51 1.76
H -3.77 2.16 2.32
H -0.47 4.97 3.27
H 1.83 3.96 3.09
H 2.08 1.78 1.93
H -1.97 1.55 1.19
O 2.40 -0.54 1.00
C 2.75 -0.59 -0.22
O 1.86 -0.36 -1.10
C 4.14 -0.88 -0.62
C 5.04 -1.40 0.30
C 6.35 -1.68 -0.05
C 6.72 -1.40 -1.35
O 7.93 -1.57 -1.94
C 7.80 -1.10 -3.28
O 6.45 -0.70 -3.47
C 5.82 -0.87 -2.28
C 4.52 -0.61 -1.95
H 4.69 -1.59 1.31
H 7.06 -2.10 0.65
H 8.05 -1.91 -3.98
H 8.47 -0.26 -3.44
H 3.81 -0.21 -2.66
*
```

---

A 6-piece molecular cluster, C27H40FO18 overall in a non-equilibrium geometry. Source: OMol25; level of theory: ωB97M-V/def2-TZVPD.

For the largest force on an atom, the calculation gives 8.8 eV/A. The HOMO energy is -1.91 eV. The frontier orbital gap is 3.61 eV. The value obtained for the total energy is -68215.491 eV.

ORCA input file:
```
! RIJCOSX wB97M-V def2-TZVPD def2/J DEFGRID3
* xyz -1 1
O -1.40 -1.61 -1.98
C -1.03 -0.50 -2.66
O 0.00 0.36 -2.04
C -1.72 -0.26 -4.12
C -2.02 1.30 -4.51
C -2.77 2.18 -3.34
C -2.40 3.77 -3.67
C -1.01 4.16 -2.88
C 0.19 4.35 -4.03
O 1.45 4.59 -3.60
F -0.12 4.31 -5.50
H -0.40 0.78 -1.20
H -2.65 -0.98 -4.19
H -0.95 -0.67 -4.94
H -1.06 1.92 -4.83
H -2.76 1.28 -5.45
H -3.96 2.14 -3.40
H -2.46 1.88 -2.25
H -3.28 4.47 -3.28
H -1.06 5.16 -2.27
H -0.70 3.22 -2.26
C -0.71 1.32 3.82
C -1.47 1.51 2.52
C -0.59 1.58 1.31
O -1.38 2.34 0.41
C -2.19 3.13 1.18
O -2.87 4.05 0.75
O -2.12 2.77 2.49
H -1.37 1.48 4.67
H -0.29 0.31 3.88
H 0.10 2.04 3.91
H -2.24 0.73 2.42
H -0.37 0.60 0.89
H 0.35 2.12 1.48
C -0.97 -4.98 -0.81
C 0.08 -5.40 -1.82
C -0.41 -6.42 -2.81
O 0.78 -7.07 -3.19
C 1.63 -6.97 -2.13
O 2.69 -7.57 -2.02
O 1.14 -6.10 -1.20
H -0.50 -4.41 0.00
H -1.74 -4.36 -1.28
H -1.45 -5.85 -0.35
H 0.50 -4.52 -2.32
H -0.89 -5.96 -3.68
H -1.09 -7.16 -2.38
C -3.04 5.65 7.58
C -2.00 5.23 6.57
C -2.49 4.22 5.58
O -1.29 3.56 5.20
C -0.44 3.66 6.27
O 0.61 3.06 6.37
O -0.93 4.53 7.20
H -2.58 6.22 8.39
H -3.81 6.27 7.11
H -3.52 4.79 8.04
H -1.57 6.11 6.07
H -2.97 4.68 4.71
H -3.17 3.47 6.01
C 3.61 -10.45 -0.81
C 4.65 -10.87 -1.82
C 4.16 -11.89 -2.81
O 5.36 -12.54 -3.19
C 6.21 -12.44 -2.13
O 7.26 -13.04 -2.02
O 5.72 -11.57 -1.19
H 4.07 -9.88 0.00
H 2.83 -9.83 -1.28
H 3.13 -11.32 -0.35
H 5.07 -9.99 -2.32
H 3.68 -11.43 -3.68
H 3.48 -12.63 -2.38
C 2.14 8.36 1.34
C 0.95 7.54 0.93
C 1.26 6.46 -0.07
O 0.02 6.28 -0.72
C -0.64 7.48 -0.63
O -1.66 7.75 -1.24
O 0.00 8.32 0.22
H 1.82 9.25 1.90
H 2.83 7.78 1.96
H 2.70 8.73 0.47
H 0.45 7.13 1.81
H 1.59 5.53 0.40
H 2.01 6.77 -0.82
*
```

---

A 7-piece molecular cluster, C27H40NO12 overall in a non-equilibrium geometry. Source: OMol25; level of theory: ωB97M-V/def2-TZVPD.

For the largest force on an atom, the calculation gives 5.4 eV/A. The HOMO energy is -1.77 eV. The frontier orbital gap is 3.75 eV. The value obtained for the total energy is -54704.773 eV.

ORCA input file:
```
! RIJCOSX wB97M-V def2-TZVPD def2/J DEFGRID3
* xyz -1 1
C 2.17 0.47 2.18
C 2.88 -0.60 1.83
C 3.46 -1.98 1.18
N 3.88 -1.54 -0.23
H 1.47 1.38 2.18
H 2.62 -2.77 1.09
H 3.25 -0.73 -0.45
H 3.63 -2.32 -0.87
O -0.79 1.89 -0.66
C -1.12 0.74 -0.46
O -0.24 -0.30 -0.37
C -0.97 -1.52 -0.25
C -2.33 -1.13 0.27
C -2.53 0.24 -0.34
H -1.02 -2.00 -1.24
H -0.45 -2.19 0.44
H -3.11 -1.85 0.01
H -2.30 -1.05 1.36
H -2.97 0.18 -1.34
H -3.12 0.88 0.31
O 3.62 -4.43 4.32
C 4.64 -3.81 4.53
O 5.89 -4.36 4.50
C 6.84 -3.37 4.90
C 6.17 -2.04 4.65
C 4.71 -2.36 4.91
H 7.08 -3.53 5.96
H 7.75 -3.48 4.31
H 6.56 -1.24 5.28
H 6.30 -1.75 3.61
H 4.45 -2.25 5.96
H 4.06 -1.76 4.28
O -4.10 5.76 -0.41
C -2.90 5.87 -0.25
O -2.33 6.72 0.65
C -0.91 6.68 0.50
C -0.62 5.36 -0.18
C -1.84 5.15 -1.04
H -0.60 7.53 -0.11
H -0.43 6.75 1.47
H 0.32 5.36 -0.74
H -0.56 4.56 0.57
H -1.74 5.63 -2.02
H -2.09 4.09 -1.14
O -1.55 -4.41 -0.19
C -2.45 -4.70 -0.94
O -3.42 -3.84 -1.34
C -4.37 -4.54 -2.14
C -3.65 -5.76 -2.65
C -2.69 -6.07 -1.52
H -5.23 -4.80 -1.51
H -4.72 -3.90 -2.95
H -4.32 -6.59 -2.89
H -3.09 -5.51 -3.55
H -3.14 -6.71 -0.76
H -1.76 -6.51 -1.89
O 2.67 -6.14 -3.84
C 3.47 -6.22 -2.95
O 4.76 -6.63 -3.12
C 5.40 -6.72 -1.84
C 4.60 -5.82 -0.93
C 3.20 -5.94 -1.50
H 5.38 -7.76 -1.51
H 6.44 -6.40 -1.93
H 4.67 -6.09 0.12
H 4.95 -4.78 -1.03
H 2.66 -6.78 -1.06
H 2.64 -5.01 -1.37
O -4.30 12.12 -1.80
C -4.63 10.97 -1.60
O -3.76 9.93 -1.51
C -4.50 8.71 -1.39
C -5.85 9.11 -0.86
C -6.05 10.48 -1.47
H -4.55 8.24 -2.37
H -3.98 8.03 -0.70
H -6.64 8.40 -1.12
H -5.82 9.20 0.23
H -6.49 10.42 -2.47
H -6.63 11.13 -0.82
*
```

---

C27H40NOOs as an isolated structure in a non-equilibrium geometry. Source: OMol25; level of theory: ωB97M-V/def2-TZVPD.

For the largest force on an atom, the calculation gives 5.0 eV/A. The value obtained for the relative energy (zero: lowest compared OMol25 entry of this formula, charge and spin) is 46.8 kcal/mol. The HOMO energy (alpha / beta) is -9.09 / -11.34 eV. The frontier orbital gap (alpha / beta) is 5.22 / 6.56 eV. The value obtained for the total energy is -34641.070 eV.

ORCA input file:
```
! RIJCOSX wB97M-V def2-TZVPD def2/J DEFGRID3
* xyz 1 5
C -2.26 1.22 -0.96
C -1.43 0.82 -2.06
C -0.80 2.01 -2.57
C -1.20 3.12 -1.76
C -2.08 2.62 -0.76
Os -0.18 1.59 -0.61
C 2.25 1.06 1.31
C 0.98 0.58 1.82
H 0.91 -0.33 2.42
C -0.31 1.14 1.39
H -0.49 2.17 1.73
H -1.17 0.48 1.56
C 3.46 0.69 2.14
H 3.52 -0.39 2.21
H 4.43 1.04 1.73
H 3.32 1.03 3.21
C 2.11 2.60 1.19
H 1.29 2.86 0.49
H 1.68 2.96 2.12
H 3.01 3.19 0.91
C -1.37 -0.54 -2.68
H -1.43 -1.32 -1.89
H -2.21 -0.65 -3.38
H -0.43 -0.70 -3.22
C -0.01 2.05 -3.85
H 0.71 1.21 -3.91
H -0.72 1.96 -4.70
H 0.54 2.99 -3.94
C -0.80 4.55 -1.96
H 0.19 4.62 -2.41
H -1.50 5.07 -2.61
H -0.76 5.08 -1.00
C -2.80 3.44 0.26
H -2.11 4.11 0.78
H -3.58 4.07 -0.18
H -3.26 2.82 1.02
C -3.24 0.31 -0.30
H -3.64 0.76 0.61
H -4.07 0.10 -0.98
H -2.77 -0.64 -0.04
C 1.75 1.33 -1.19
C 2.44 0.43 -0.25
C 2.54 2.10 -2.07
C 3.78 -0.04 -0.69
H 1.61 -0.30 -0.11
C 3.89 1.79 -2.35
H 2.15 3.05 -2.39
C 4.47 0.64 -1.71
H 4.15 -0.88 -0.10
H 4.45 2.39 -3.02
H 5.53 0.40 -1.90
O -0.28 -1.90 0.11
C -0.83 -2.74 0.85
C -1.41 -4.01 0.29
C -0.68 -5.30 0.77
C -1.12 -5.79 2.13
C -0.83 -4.79 3.27
C -1.58 -3.46 3.12
N -0.93 -2.56 2.18
H -2.47 -4.08 0.58
H -1.37 -3.97 -0.80
H -0.87 -6.08 0.02
H 0.41 -5.11 0.76
H -2.20 -6.00 2.12
H -0.60 -6.73 2.35
H -1.14 -5.25 4.22
H 0.26 -4.62 3.33
H -2.61 -3.67 2.81
H -1.60 -2.97 4.09
H -0.73 -1.62 2.48
*
```